Record 1
Formula: C5H7F
Source: the Open Molecules 2025 dataset
Level of theory: wB97M-V/def2-TZVPD

The geometry in XYZ format:
```
13
Properties=species:S:1:pos:R:3:forces:R:3:nbo_charge:R:1
C -0.259 1.914 1.273 -0.3 1.2 -1.3 -0.642
C 0.428 0.913 0.480 2.6 0.4 -0.6 -0.137
C -0.127 -0.150 -0.038 0.4 -1.4 -1.1 -0.247
C 0.568 -1.144 -0.856 -0.3 -0.6 0.3 -0.304
C -0.105 -2.206 -1.306 1.1 0.5 -0.4 0.234
F -1.371 -2.406 -0.921 -0.5 -0.3 -0.4 -0.337
H -1.249 1.594 1.045 -1.5 0.7 0.6 0.215
H -0.056 2.955 0.917 -0.3 -0.8 0.3 0.215
H -0.055 1.857 2.307 0.2 -0.1 1.2 0.221
H 1.475 1.078 0.195 -0.1 -0.1 0.4 0.183
H -1.161 -0.381 -0.014 -1.0 0.2 0.7 0.207
H 1.641 -1.128 -1.013 -0.1 0.3 -0.3 0.220
H 0.271 -2.893 -2.070 -0.3 -0.1 0.6 0.173
```
Positions in Å, forces in eV/Å.

Results
frontier orbital gap: 9.73 eV
LUMO energy: 1.18 eV
calculated total energy: -8014.30347 eV
relative energy (zero: lowest compared OMol25 entry of this formula, charge and spin): 0.907 eV
structure (SMILES): C/C=C/C=C\F
highest occupied orbital energy: -0.3143 hartree

Record 2
Formula: C5H7F3N4
Source: the Open Molecules 2025 dataset
Level of theory: wB97M-V/def2-TZVPD

The geometry in XYZ format:
```
19
Properties=species:S:1:pos:R:3:forces:R:3:nbo_charge:R:1
C 2.665 -2.057 -1.288 -0.8 0.0 -0.2 -0.110
C 1.680 -1.980 -0.345 -0.6 2.7 1.5 -0.019
C -0.770 -0.739 1.796 2.3 0.4 -1.1 -0.650
C -1.247 -0.560 0.370 0.5 -5.1 3.9 0.033
C -2.314 -1.525 -0.034 -2.1 1.3 -0.6 0.914
N 3.542 -1.121 -1.146 2.2 1.3 -1.7 -0.177
N 2.045 -0.789 0.408 -1.5 -0.1 1.1 -0.173
N 3.122 -0.327 -0.160 -1.0 -1.9 0.1 -0.176
N -0.838 0.380 -0.340 0.6 2.7 -2.6 -0.531
F -3.533 -1.056 0.472 0.2 -0.1 -0.3 -0.366
F -2.517 -1.559 -1.408 0.5 -0.2 1.2 -0.346
F -2.288 -2.776 0.438 0.9 0.0 -0.3 -0.312
H 2.474 -2.495 -2.209 0.8 -1.6 -1.4 0.226
H -1.484 -1.334 2.263 -1.0 -0.9 1.4 0.218
H 0.300 -1.161 1.983 -1.9 0.6 -0.6 0.231
H -0.756 0.284 2.158 0.0 0.1 0.6 0.231
H 3.638 0.471 0.151 0.1 0.2 0.2 0.422
H 0.646 -2.338 -0.350 0.3 0.0 0.4 0.232
H -1.365 0.304 -1.195 0.7 0.8 -1.4 0.354
```
Positions in Å, forces in eV/Å.

Results
frontier orbital gap (alpha / beta): 3.97 / 4.46 eV
LUMO energy (alpha / beta): -0.64 / -4.86 eV
⟨S²⟩: 2.016
calculated total energy: -19403.15728 eV
multiplicity: 3
highest occupied orbital energy (alpha / beta): -0.1694 / -0.3427 hartree

Record 3
Formula: C5H7F5N2
Source: the Open Molecules 2025 dataset
Level of theory: wB97M-V/def2-TZVPD

The geometry in XYZ format:
```
19
Properties=species:S:1:pos:R:3:forces:R:3:nbo_charge:R:1
F -2.558 1.323 0.661 2.0 1.0 -0.2 -0.297
C -1.374 2.014 0.731 -1.1 1.6 0.9 0.924
F -1.007 2.094 2.049 -0.3 -0.5 -1.2 -0.320
F -1.609 3.329 0.381 0.2 -1.9 -0.2 -0.315
C -0.195 1.377 -0.069 0.6 -0.8 -0.8 0.590
F 0.874 2.244 -0.147 -1.1 -0.1 0.3 -0.322
F -0.553 1.121 -1.388 0.0 0.3 1.5 -0.325
C 0.354 0.120 0.648 0.5 -2.3 0.0 0.033
N 1.531 -0.516 0.058 1.9 2.1 -1.1 -0.619
C 1.146 -1.466 -0.995 0.3 1.0 -0.6 -0.249
C -0.254 -1.811 -0.585 -0.5 -0.6 0.4 -0.245
N -0.525 -1.047 0.630 -1.3 0.5 0.9 -0.611
H 0.622 0.383 1.689 -0.4 0.2 -0.6 0.229
H 2.157 0.199 -0.353 -0.2 -0.6 0.5 0.369
H 1.852 -2.301 -1.062 -0.2 0.1 0.3 0.199
H 1.110 -0.983 -1.975 0.2 0.0 -0.1 0.181
H -0.301 -2.866 -0.364 -0.4 -0.4 0.2 0.204
H -0.998 -1.596 -1.342 0.0 0.1 -0.2 0.201
H -0.273 -1.618 1.435 -0.2 0.3 -0.2 0.372
```
Positions in Å, forces in eV/Å.

Results
frontier orbital gap: 10.40 eV
LUMO energy: 0.82 eV
calculated total energy: -21865.94055 eV
relative energy (zero: lowest compared OMol25 entry of this formula, charge and spin): 0.000 eV
structure (SMILES): FC(F)(F)C(F)(F)C1NCCN1
highest occupied orbital energy: -0.3522 hartree

Record 4
Formula: C5H7FN2
Source: the Open Molecules 2025 dataset
Level of theory: wB97M-V/def2-TZVPD

The geometry in XYZ format:
```
15
Properties=species:S:1:pos:R:3:forces:R:3:nbo_charge:R:1
C 0.948 -1.207 -0.542 -1.6 -0.3 -0.5 -0.447
N 1.166 0.266 -0.707 -0.7 -1.2 1.0 -0.368
C 0.076 0.959 -1.408 -2.0 -1.5 2.1 -0.225
C 0.300 1.036 0.123 -1.1 2.4 1.0 -0.128
C -0.861 0.435 0.863 -1.9 -4.3 -1.4 0.112
F -1.877 1.265 1.273 1.0 0.6 0.3 -0.322
C -0.546 -0.594 1.920 1.4 -0.7 4.7 0.223
N -0.269 -1.219 2.900 -1.2 2.3 -4.4 -0.289
H -0.151 -1.348 -0.838 1.4 -0.5 0.6 0.166
H 1.499 -1.613 -1.391 0.3 -0.7 0.6 0.220
H 1.090 -1.703 0.509 0.4 1.3 -2.2 0.242
H 0.371 1.746 -2.034 0.2 0.8 -0.9 0.218
H -0.980 0.358 -1.638 3.1 1.6 0.2 0.184
H 0.618 1.854 0.847 0.5 -0.4 -1.8 0.219
H -1.383 -0.233 0.122 0.3 0.6 0.6 0.193
```
Positions in Å, forces in eV/Å.

Results
frontier orbital gap: 10.74 eV
LUMO energy: 0.76 eV
calculated total energy: -10992.37720 eV
relative energy (zero: lowest compared OMol25 entry of this formula, charge and spin): 3.931 eV
structure (SMILES): CN1C[C@H]1[C@H](F)C#N
highest occupied orbital energy: -0.3666 hartree

Record 5
Formula: C5H7FO
Source: the Open Molecules 2025 dataset
Level of theory: wB97M-V/def2-TZVPD

The geometry in XYZ format:
```
14
Properties=species:S:1:pos:R:3:forces:R:3:nbo_charge:R:1
F -2.862 -0.346 -0.082 -0.2 -0.2 -0.1 -0.338
C -1.914 0.607 -0.038 1.1 -0.5 0.1 0.229
C -0.625 0.289 -0.060 -0.8 0.2 0.2 -0.110
C -0.057 -1.101 -0.163 0.3 0.1 -0.1 -0.462
C 1.431 -0.838 0.137 -0.6 0.1 -1.1 -0.065
O 1.669 0.485 -0.336 0.1 -0.1 0.1 -0.519
C 0.533 1.260 0.018 0.2 0.3 0.0 -0.094
H -2.326 1.585 0.044 -0.2 0.6 0.0 0.167
H -0.208 -1.481 -1.182 0.1 0.0 0.2 0.226
H -0.498 -1.806 0.535 -0.2 0.0 0.1 0.229
H 1.628 -0.909 1.184 0.1 0.0 1.0 0.163
H 2.089 -1.511 -0.393 0.2 -0.1 -0.1 0.195
H 0.674 1.680 1.039 -0.2 -0.2 -0.4 0.176
H 0.467 2.086 -0.703 0.0 -0.2 0.3 0.203
```
Positions in Å, forces in eV/Å.

Results
frontier orbital gap: 10.31 eV
LUMO energy: 0.99 eV
calculated total energy: -10062.27320 eV
relative energy (zero: lowest compared OMol25 entry of this formula, charge and spin): 0.470 eV
structure (SMILES): F/C=C1\CCOC1
highest occupied orbital energy: -0.3424 hartree

Record 6
Formula: C5H7FO
Source: the Open Molecules 2025 dataset
Level of theory: wB97M-V/def2-TZVPD

The geometry in XYZ format:
```
14
Properties=species:S:1:pos:R:3:forces:R:3:nbo_charge:R:1
C -2.007 0.539 1.894 -1.0 0.0 -0.4 -0.500
C -0.927 0.038 1.312 0.6 0.6 0.8 0.135
O -0.812 -0.271 0.004 -0.5 -0.5 -0.2 -0.493
C 0.477 -0.635 -0.362 1.0 0.2 -1.1 0.046
C 0.753 -0.535 -1.857 0.9 -0.6 0.2 -0.470
C 1.381 0.446 -0.903 -0.8 -1.2 -0.2 0.168
F 2.712 0.419 -0.629 0.2 -0.2 -0.1 -0.335
H -2.990 0.607 1.362 1.1 0.1 0.5 0.213
H -1.931 0.898 2.922 -0.1 -0.4 -0.3 0.215
H 0.017 -0.096 1.855 -0.4 0.2 0.0 0.168
H 0.991 -1.386 0.247 -0.4 0.0 -0.3 0.204
H -0.031 -0.178 -2.509 -0.2 0.2 0.2 0.237
H 1.393 -1.255 -2.383 -0.2 0.1 0.6 0.236
H 0.975 1.410 -0.953 -0.3 1.4 0.2 0.176
```
Positions in Å, forces in eV/Å.

Results
frontier orbital gap: 10.19 eV
LUMO energy: 1.19 eV
calculated total energy: -10061.03730 eV
relative energy (zero: lowest compared OMol25 entry of this formula, charge and spin): 1.706 eV
structure (SMILES): C=CO[C@H]1C[C@@H]1F
highest occupied orbital energy: -0.3307 hartree

Record 7
Formula: C5H7FO
Source: the Open Molecules 2025 dataset
Level of theory: wB97M-V/def2-TZVPD

The geometry in XYZ format:
```
14
Properties=species:S:1:pos:R:3:forces:R:3:nbo_charge:R:1
O 2.170 0.441 0.313 -3.4 -0.3 -0.4 -0.725
C 0.650 0.634 0.496 1.1 2.5 -2.2 0.079
C -0.112 -0.461 1.147 -1.2 0.4 1.1 -0.529
C -0.822 -1.191 0.009 -0.3 -0.3 -1.7 -0.095
C -0.629 -0.617 -1.307 -1.4 -0.1 6.0 -0.317
C -0.180 0.850 -0.961 3.5 -2.8 1.9 0.159
F -1.236 1.597 -0.589 -1.0 1.0 -0.6 -0.350
H 2.199 -0.179 -0.445 0.2 0.3 0.6 0.463
H 0.467 1.650 1.001 0.9 -1.6 -0.6 0.196
H -0.862 0.149 1.860 1.3 -2.0 -1.3 0.241
H 0.529 -1.147 1.742 -0.6 0.5 -0.2 0.246
H -1.456 -2.126 0.410 1.5 2.0 -1.8 0.223
H -1.296 -0.943 -2.087 0.4 0.1 -0.6 0.228
H 0.579 1.346 -1.587 -1.0 0.2 -0.4 0.181
```
Positions in Å, forces in eV/Å.

Results
frontier orbital gap: 10.47 eV
LUMO energy: 0.65 eV
calculated total energy: -10060.65149 eV
relative energy (zero: lowest compared OMol25 entry of this formula, charge and spin): 2.092 eV
structure (SMILES): O[C@@H]1CC=C[C@H]1F
highest occupied orbital energy: -0.3611 hartree

Record 8
Formula: C5H7FO3
Source: the Open Molecules 2025 dataset
Level of theory: wB97M-V/def2-TZVPD

The geometry in XYZ format:
```
16
Properties=species:S:1:pos:R:3:forces:R:3:nbo_charge:R:1
C -0.458 0.281 0.226 -0.8 1.3 -0.3 -0.257
C 0.505 1.181 0.137 3.3 -1.7 1.6 0.349
C 0.051 -1.142 0.183 -2.3 -2.1 -0.5 -0.067
C 2.194 -0.139 0.259 -3.6 1.7 -0.8 0.451
C -1.947 0.672 0.205 0.9 2.7 -2.8 -0.086
O 1.428 -1.275 0.496 0.5 1.1 -0.6 -0.532
O 2.975 -0.121 -0.831 1.8 1.1 2.5 -0.682
O -2.647 0.237 -1.017 1.0 -0.7 1.3 -0.707
F 0.490 2.521 0.406 -0.3 -1.5 -0.8 -0.334
H -0.472 -1.804 0.991 0.7 1.2 -1.5 0.200
H -0.237 -1.607 -0.876 0.8 0.7 2.0 0.173
H 2.716 0.214 1.116 0.5 0.0 0.5 0.175
H -2.072 1.836 0.206 0.6 -2.2 0.0 0.201
H -2.500 0.339 0.999 -1.1 -1.1 2.3 0.175
H 2.628 -0.463 -1.607 -1.6 -1.1 -2.1 0.489
H -2.654 -0.731 -0.894 -0.3 0.5 -0.6 0.453
```
Positions in Å, forces in eV/Å.

Results
frontier orbital gap: 9.75 eV
LUMO energy: 0.60 eV
calculated total energy: -14154.13138 eV
relative energy (zero: lowest compared OMol25 entry of this formula, charge and spin): 3.091 eV
highest occupied orbital energy: -0.3363 hartree